1.
Below is a gas-phase ion, C6H14P (charge +1) in a non-equilibrium geometry, with properties calculated with ωB97M-V/def2-TZVPD.

```
21
Properties=species:S:1:pos:R:3:lowdin_charge:R:1
C -0.8423 -1.3307 -1.6269 0.067
C -1.0823 -0.3865 -0.6524 -0.378
C -2.3967 0.0513 0.0315 -0.074
C 1.5264 1.0247 -1.0888 -0.162
C -0.0884 1.5298 1.3418 -0.195
C 1.1251 -1.1479 1.0581 -0.116
P 0.3932 0.3309 0.1600 0.925
H 0.2447 -1.4094 -1.9637 0.094
H -1.5106 -1.7455 -2.2963 0.051
H -2.7386 -0.7015 0.6714 0.066
H -3.3241 0.2040 -0.6470 0.134
H -2.2698 0.9144 0.6268 0.011
H 2.1351 1.7947 -0.6185 0.060
H 0.8794 1.2554 -1.9373 0.065
H 2.2869 0.2578 -1.4077 0.084
H -0.2793 1.0735 2.2117 0.008
H -1.1181 1.9298 1.0918 0.071
H 0.6096 2.4854 1.5670 0.148
H 0.8485 -1.1045 2.0982 0.056
H 2.1847 -1.2571 1.0036 0.056
H 0.5355 -1.9454 0.7152 0.029
```

Output
ΔE to the lowest compared entry with this formula, charge and spin = 191.6 kJ/mol
HOMO energy = -14.2044 eV
M = 117.15 g/mol
E_LUMO = -0.1298 Eh
max |F| = 0.106 Eh/bohr
total charge = +1

=====

2.
Below is a molecular structure, AlH12O6 in a non-equilibrium geometry, with properties calculated with ωB97M-V/def2-TZVPD.

```
19
Properties=species:S:1:pos:R:3:lowdin_charge:R:1
Al -0.3304 -0.1531 0.1266 1.729
O 0.2896 0.1543 -2.7800 0.076
H 1.1506 0.2803 -3.1787 0.116
H -0.3246 0.5277 -3.4121 0.109
O 1.3735 0.7675 2.3605 0.058
H 1.8256 0.2746 3.0454 0.102
H 1.6357 1.6765 2.5062 0.118
O 1.3583 -2.0062 1.5924 0.227
H 2.2717 -1.9860 1.8780 0.152
H 1.1290 -2.9355 1.5873 0.135
O -2.1995 1.5455 -1.4580 0.084
H -3.0891 1.4453 -1.7968 0.128
H -1.8820 2.3574 -1.8535 0.115
O 0.7161 -2.6482 -1.1066 0.272
H 0.3928 -3.5430 -1.2118 0.163
H 1.6030 -2.6697 -1.4659 0.151
O -1.7848 1.9891 1.5894 0.054
H -2.2348 2.6614 1.0779 0.092
H -1.9007 2.2621 2.4995 0.117
```

Output
spin multiplicity = 2
ΔE to the lowest compared entry with this formula, charge and spin = 74.0 kJ/mol
HOMO energy (alpha / beta) = -27.1884 / -27.2101 eV
M = 135.07 g/mol
E_LUMO (alpha / beta) = -0.8603 / -0.8604 Eh
⟨S²⟩ = 0.773
max |F| = 0.051 Eh/bohr
total charge = +4

=====

3.
Below is C5H10O in the gas phase in a non-equilibrium geometry, with properties calculated with ωB97M-V/def2-TZVPD.

```
16
Properties=species:S:1:pos:R:3:lowdin_charge:R:1
O -0.4357 1.7456 1.0637 -0.048
C 0.5312 0.8148 0.5866 -0.384
C 0.5032 0.6316 -0.9634 -0.125
C -0.5970 -0.4509 -1.1627 -0.204
C -0.4423 -1.3954 0.0178 -0.200
C 0.1473 -0.5584 1.1939 -0.119
H -0.2368 2.6214 0.7081 0.090
H 1.5299 1.1514 0.9218 0.136
H 0.2757 1.6065 -1.4222 0.106
H 1.5151 0.3601 -1.2972 0.110
H -0.7308 -1.1716 -1.9771 0.107
H -1.5538 0.0799 -1.1141 0.108
H -1.4086 -1.9054 0.0070 0.105
H 0.2858 -2.1789 -0.2270 0.103
H -0.5029 -0.3759 2.0550 0.110
H 1.0580 -1.0297 1.5889 0.106
```

Output
ΔE to the lowest compared entry with this formula, charge and spin = 63.6 kJ/mol
HOMO energy = -10.1578 eV
M = 86.13 g/mol
E_LUMO = 0.0364 Eh
max |F| = 0.029 Eh/bohr